[1]
Below is a molecular structure, H30O15, with properties calculated with ωB97M-V/def2-TZVPD.

Kohn-Sham gap   0.182 Eh
LUMO energy   -0.009 Ha

Geometry (Å):
H  -0.237  1.248  0.125
H  0.222  -0.093  -0.292
H  5.272  -0.356  0.067
H  4.067  -1.010  -0.620
H  0.574  0.617  -2.100
H  2.045  0.356  -1.797
H  1.341  1.191  2.580
H  1.257  2.623  2.101
H  2.998  4.220  -0.633
H  2.366  3.065  0.075
H  -2.573  -3.797  -0.589
H  -3.343  -2.631  -1.183
H  2.429  -2.908  -3.191
H  2.168  -3.591  -1.742
H  -0.023  3.927  -0.595
H  -0.657  4.121  0.687
H  -2.931  0.908  -0.175
H  -3.172  0.280  -1.514
H  2.570  -2.489  2.311
H  3.915  -2.484  3.191
H  -1.650  -1.200  -0.245
H  -1.869  -0.447  1.062
H  -5.146  1.080  1.161
H  -4.040  0.719  2.070
H  -1.620  -2.646  1.677
H  -2.737  -2.025  2.245
H  1.716  -0.886  0.726
H  1.826  -1.192  -0.823
H  -2.421  2.192  -2.714
H  -1.393  2.188  -1.739
O  -0.612  0.369  -0.145
O  4.471  -0.186  -0.441
O  1.190  -0.015  -1.717
O  0.775  1.755  2.179
O  2.828  3.263  -0.744
O  -2.948  -3.509  -1.450
O  2.229  -2.715  -2.269
O  -0.410  3.424  0.161
O  -3.351  0.193  -0.651
O  3.131  -1.969  2.935
O  -2.175  -1.229  0.592
O  -4.191  0.908  1.157
O  -1.873  -1.807  2.110
O  2.201  -1.295  0.003
O  -2.223  1.831  -1.846

[2]
Below is 15 unconnected molecules or ions with the total composition H30O15, with properties calculated with ωB97M-V/def2-TZVPD.

Kohn-Sham gap   0.365 Eh
LUMO energy   -0.011 Ha

Geometry (Å):
O  8.425  3.021  14.749
H  9.204  3.107  14.213
H  7.872  2.527  14.089
O  9.862  -0.335  15.239
H  10.051  0.206  14.503
H  8.905  -0.451  15.165
O  5.984  3.983  16.803
H  5.144  4.460  16.715
H  6.768  4.511  16.561
O  9.624  4.468  16.616
H  10.164  3.791  16.996
H  9.151  3.887  16.013
O  7.285  -1.211  14.232
H  6.620  -1.743  14.665
H  7.393  -1.709  13.395
O  5.042  0.398  14.175
H  5.947  0.067  14.271
H  4.678  0.531  15.080
O  5.241  3.146  14.468
H  5.358  2.161  14.269
H  5.657  3.391  15.242
O  7.310  0.868  16.523
H  6.456  0.458  16.539
H  7.391  1.624  15.926
O  3.551  1.015  16.910
H  3.131  1.837  16.626
H  3.222  0.835  17.782
O  5.285  -1.010  17.171
H  4.561  -0.399  17.280
H  5.566  -1.359  17.995
O  7.989  0.354  19.177
H  7.547  -0.394  19.595
H  7.449  0.747  18.486
O  5.402  -2.883  15.310
H  5.519  -2.289  16.093
H  4.685  -2.509  14.772
O  10.230  1.617  17.187
H  9.971  0.927  16.573
H  9.756  1.407  17.954
O  7.537  1.396  12.858
H  7.742  0.574  13.272
H  7.839  1.224  11.971
O  5.443  2.444  18.891
H  5.729  2.764  18.075
H  6.143  1.993  19.312

[3]
Below is 15 unconnected molecules or ions with the total composition H30O15, with properties calculated with ωB97M-V/def2-TZVPD.

Kohn-Sham gap   0.359 Eh
LUMO energy   -0.017 Ha

Geometry (Å):
O  -3.238  0.550  1.093
H  -2.779  1.337  0.818
H  -2.556  0.026  1.461
O  0.205  -2.788  -0.622
H  0.259  -3.479  0.024
H  0.050  -1.929  -0.181
O  2.178  0.057  -2.708
H  2.338  0.989  -2.992
H  2.721  -0.505  -3.282
O  -2.054  -2.026  1.224
H  -1.810  -2.762  0.607
H  -2.150  -2.435  2.061
O  0.398  -1.637  2.196
H  -0.511  -1.815  1.969
H  0.539  -2.290  2.866
O  -1.573  1.800  -3.615
H  -2.184  1.098  -3.629
H  -1.131  1.789  -2.774
O  1.550  2.796  0.978
H  1.186  2.087  1.483
H  1.517  3.562  1.550
O  -2.359  0.038  -1.509
H  -2.912  0.063  -0.671
H  -2.962  0.106  -2.247
O  -0.913  0.951  2.578
H  -1.443  0.344  3.070
H  -0.257  0.417  2.134
O  2.655  -0.877  0.351
H  1.711  -0.800  0.242
H  2.961  -1.442  1.049
O  0.193  -0.023  -0.139
H  0.565  0.719  -0.611
H  -0.702  -0.044  -0.533
O  4.058  1.399  -0.221
H  3.611  2.174  0.133
H  3.350  0.763  -0.167
O  0.187  2.521  -1.348
H  0.697  2.528  -2.127
H  0.693  3.051  -0.693
O  2.090  0.658  2.657
H  1.718  -0.208  2.438
H  2.976  0.486  2.384
O  -2.694  -2.651  -1.869
H  -3.634  -2.872  -1.777
H  -2.546  -1.728  -1.650

[4]
Below is 15 unconnected molecules or ions with the total composition H30O15, with properties calculated with ωB97M-V/def2-TZVPD.

Kohn-Sham gap   0.345 Eh
LUMO energy   -0.018 Ha

Geometry (Å):
O  -1.838  -1.691  -1.750
H  -1.020  -1.632  -2.306
H  -1.686  -1.682  -0.800
O  1.609  0.834  -1.711
H  1.198  1.378  -2.336
H  1.471  -0.042  -2.091
O  0.295  1.444  2.439
H  0.348  0.714  3.070
H  -0.055  0.983  1.631
O  3.217  -1.876  -1.333
H  3.545  -2.764  -1.483
H  2.328  -1.924  -1.040
O  3.445  -1.194  1.312
H  3.390  -1.464  0.404
H  2.605  -1.447  1.648
O  -1.458  -1.135  2.867
H  -1.928  -0.319  2.824
H  -0.532  -0.971  2.939
O  0.177  2.672  -3.357
H  -0.187  3.439  -3.812
H  -0.519  2.495  -2.698
O  -1.851  -2.699  0.843
H  -1.673  -2.321  1.710
H  -1.767  -3.605  1.010
O  -0.880  2.917  -0.419
H  -1.405  2.300  -0.911
H  -1.361  3.704  -0.260
O  1.287  -1.202  3.152
H  1.614  -2.070  3.051
H  1.380  -1.112  4.083
O  -2.809  1.132  1.318
H  -3.705  0.872  1.215
H  -2.246  0.665  0.735
O  0.845  -2.432  0.232
H  1.243  -3.306  0.283
H  -0.065  -2.704  0.175
O  -0.365  0.087  0.301
H  0.293  -0.570  0.477
H  -0.051  0.650  -0.403
O  -2.038  1.062  -2.183
H  -1.814  0.176  -1.927
H  -2.565  1.135  -2.943
O  1.409  4.120  -1.085
H  0.790  3.434  -0.837
H  1.341  3.971  -2.040

[5]
Below is a molecular structure, H30O19PZr2, with properties calculated with ωB97M-V/def2-TZVPD.

Charge   +5
Kohn-Sham gap   0.184 Eh
LUMO energy   -0.689 Ha

Geometry (Å):
Zr  1.994  0.298  -3.291
Zr  -0.932  -0.633  2.073
P  0.285  -0.108  -0.157
O  0.914  0.216  -1.596
O  -1.156  0.184  0.208
O  0.661  0.507  1.177
O  -0.007  -1.523  0.351
O  0.823  2.998  1.971
H  0.663  2.157  1.544
H  0.024  3.502  1.817
O  0.902  -1.629  2.921
H  1.514  -2.117  2.371
H  1.113  -1.900  3.814
O  -2.478  0.986  2.422
H  -2.877  1.121  1.563
H  -3.088  1.395  3.037
O  -1.211  -3.136  2.128
H  -2.076  -3.522  2.264
H  -0.604  -3.871  2.216
O  3.121  0.730  2.088
H  3.056  0.804  3.040
H  2.235  0.910  1.772
O  -0.350  0.637  -3.792
H  -0.918  0.177  -4.410
H  -0.952  1.124  -3.230
O  -0.508  -3.151  -1.431
H  -0.299  -2.621  -0.662
H  0.031  -3.936  -1.336
O  0.808  -1.749  -3.442
H  0.891  -2.349  -4.183
H  0.236  -2.208  -2.826
O  3.535  1.627  -1.714
H  3.236  2.283  -1.085
H  4.489  1.643  -1.644
O  -2.912  -1.382  1.340
H  -3.120  -1.600  0.432
H  -3.724  -1.552  1.819
O  -3.975  0.994  0.293
H  -4.496  1.687  0.699
H  -4.573  0.573  -0.324
O  -0.120  0.732  3.759
H  -0.607  1.468  4.129
H  0.766  0.831  4.107
O  3.478  -1.095  -2.008
H  4.189  -1.505  -2.502
H  3.739  -1.183  -1.092
O  1.481  2.416  -3.320
H  2.042  3.107  -3.674
H  0.703  2.876  -3.005
O  -1.958  1.537  -1.928
H  -1.736  0.922  -1.229
H  -2.251  2.325  -1.471

[6]
Below is a molecular structure, H30O27S3Zn2, with properties calculated with ωB97M-V/def2-TZVPD.

Charge   -2
Kohn-Sham gap   0.243 Eh
LUMO energy   0.132 Ha

Geometry (Å):
Zn  12.300  8.786  -2.837
Zn  10.767  12.914  -3.097
S  11.021  9.669  -0.003
O  9.692  10.280  0.216
O  11.190  8.526  0.921
O  10.999  9.114  -1.421
O  12.097  10.645  0.067
S  13.893  11.683  -2.759
O  14.793  12.175  -3.822
O  12.573  12.370  -2.916
O  13.628  10.227  -2.845
O  14.467  11.980  -1.464
S  10.562  10.464  -5.218
O  10.205  11.802  -4.710
O  9.348  9.788  -5.718
O  11.508  10.565  -6.352
O  11.177  9.698  -4.143
O  11.558  14.278  -4.594
H  11.387  15.195  -4.824
H  12.456  14.085  -4.922
O  8.466  8.938  -2.180
H  7.972  8.752  -1.374
H  9.409  8.926  -1.883
O  14.031  12.892  -6.232
H  13.155  12.501  -6.299
H  14.414  12.504  -5.408
O  11.080  11.315  -8.949
H  11.426  11.028  -8.080
H  10.124  11.303  -8.831
O  6.939  10.098  -4.384
H  7.294  9.761  -3.545
H  7.711  10.078  -4.978
O  13.429  7.915  -4.524
H  13.098  7.212  -5.092
H  13.771  8.591  -5.137
O  6.643  13.010  -4.650
H  7.401  13.148  -5.266
H  6.706  12.074  -4.388
O  11.093  7.946  -7.621
H  10.302  8.121  -7.099
H  11.594  8.765  -7.569
O  8.155  7.021  -5.484
H  8.503  7.914  -5.338
H  7.610  7.102  -6.270
O  8.729  13.232  -6.470
H  8.431  12.532  -7.082
H  9.369  12.771  -5.881
O  9.564  11.715  -2.033
H  9.061  10.938  -2.326
H  9.616  11.614  -1.048
O  9.110  14.029  -3.502
H  8.921  14.685  -4.181
H  8.246  13.773  -3.144
O  8.105  10.915  -7.861
H  8.416  10.332  -7.128
H  7.395  10.429  -8.288
O  13.851  9.257  -6.934
H  14.526  9.856  -6.594
H  13.020  9.614  -6.566
O  11.153  7.046  -3.198
H  11.294  6.096  -3.240
H  10.196  7.162  -3.104

[7]
Below is a molecular structure, H31O15, with properties calculated with ωB97M-V/def2-TZVPD.

Charge   +1
Kohn-Sham gap   0.394 Eh
LUMO energy   -0.095 Ha

Geometry (Å):
O  -3.111  -1.659  2.110
H  -1.548  -2.340  1.455
H  -3.260  -1.627  3.098
O  3.745  0.431  -1.743
H  4.340  0.668  -1.011
H  4.100  0.684  -2.602
O  -0.918  -2.857  0.937
H  -1.323  3.329  -0.852
H  -0.675  -2.462  0.043
O  0.156  4.269  1.451
H  -0.216  3.735  2.165
H  -0.553  4.673  0.929
O  0.912  1.175  -0.837
H  0.277  0.496  -0.701
H  1.789  0.904  -1.095
O  -1.680  2.953  -0.022
H  -0.809  2.792  0.447
H  0.118  -3.356  1.403
O  3.029  2.750  -0.183
H  2.518  3.547  0.052
H  3.269  3.080  -1.058
O  -0.919  -1.359  -1.006
H  -1.226  -0.558  -0.525
H  -1.638  -1.389  -1.658
O  0.864  -1.898  3.408
H  1.754  -1.569  3.646
H  0.630  -2.177  4.305
O  -0.625  1.081  -3.191
H  -2.815  1.624  0.120
O  0.419  -1.269  -4.043
H  1.329  -1.018  -4.252
H  0.034  -1.102  -4.910
O  -1.165  1.692  2.755
H  -1.764  2.180  3.341
H  -1.737  1.619  1.979
O  1.202  -3.767  1.485
H  1.383  -4.556  0.975
H  1.630  -2.915  1.266
O  -3.451  0.882  0.014
H  -2.942  -0.744  1.864
H  -4.208  1.188  -0.486
O  1.515  -2.538  -0.844
H  1.472  -1.576  -0.960
H  1.456  -2.969  -1.701
H  -1.031  0.620  -3.925
H  0.053  0.455  -2.917

So what do the calculations give for relative energy (zero: lowest compared OMol25 entry of this formula, charge and spin)? Going down the list: 12.099; 1.557; 1.928; 1.963; 2.824; 0.000; 2.206 eV.
So what do the calculations give for HOMO level? Going down the list: -0.1908; -0.3755; -0.3760; -0.3629; -0.8733; -0.1111; -0.4897 Eh.
So what do the calculations give for electronic energy? Going down the list: -31189.567; -31200.109; -31199.738; -31199.702; -51188.649; -185122.227; -31209.334 eV.